Record 1
24
Properties=species:S:1:pos:R:3 method="wB97M-V/def2-TZVPD" e_tot_ha=-802.202691 charge=+1 homo_lumo_gap_ha=0.346 e_above_lowest_kj_mol=389.21 multiplicity=1 lumo_ev=-2.9
C 0.9778 -1.2136 0.6676
C 0.2383 0.0627 0.5122
C -1.2396 0.0274 0.1107
S -2.3019 1.5079 0.1037
N 0.3747 1.0083 1.8970
H 0.8037 -2.0299 -0.0869
H 0.7570 -1.6334 1.7566
H 2.1277 -1.0135 0.5904
H 0.6931 0.8300 -0.1260
H -1.2375 -0.4395 -0.9806
H -1.8139 -0.6236 0.5686
H -3.3714 1.3076 0.9837
H 1.4292 1.0642 2.0689
H 0.1837 2.0747 1.6438
H -0.0830 0.4840 2.6643
H 2.3067 -1.1841 -2.6835
H 1.0099 -2.2225 -2.7610
O 1.3536 -1.4932 -2.3049
H 1.3293 2.5095 -0.4935
H 2.6179 2.7851 0.4482
O 1.7010 2.7607 0.3499
H -2.5400 -2.2303 -1.4976
H -2.8639 -0.9401 -2.0721
O -2.4525 -1.3984 -1.3596


Record 2
14
Properties=species:S:1:pos:R:3 method="wB97M-V/def2-TZVPD" e_tot_ha=-361.768023 charge=0 homo_lumo_gap_ha=0.349 e_above_lowest_kj_mol=296.24 multiplicity=1 lumo_ev=0.8 smiles="NC(=O)[C@H]1C[C@H]1O"
N 2.0056 -0.5810 -0.5020
C 1.2526 0.5026 -0.1952
O 1.6655 1.5533 0.2524
C -0.1824 0.3053 -0.5284
C -0.9942 -0.8660 -0.1163
C -1.2612 0.8409 0.2962
O -1.3771 0.8855 1.6618
H 1.5319 -1.4420 -0.7260
H 2.9916 -0.5620 -0.3061
H -0.4159 0.5774 -1.5531
H -1.6656 -1.4366 -0.7454
H -0.5345 -1.5024 0.6789
H -1.7413 1.7688 -0.0956
H -1.2749 -0.0440 1.8787


Record 3
38
Properties=species:S:1:pos:R:3 method="wB97M-V/def2-TZVPD" e_tot_ha=-1335.653139 charge=0 homo_lumo_gap_ha=0.329 e_above_lowest_kj_mol=284.66 multiplicity=1 lumo_ev=0.6 smiles="COc1ccc(OC)c(S(=O)(=O)Nc2ccccc2C)c1"
C -4.9828 -0.5326 -1.1493
O -4.4097 0.5525 -0.4539
C -3.1540 0.4046 0.0391
C -2.6253 1.4906 0.7402
C -1.3589 1.4481 1.2861
C -0.5647 0.3079 1.1477
O 0.6890 0.1597 1.6277
C 1.2699 1.2229 2.3480
C -1.1013 -0.7647 0.4429
S -0.1673 -2.2680 0.2138
O 0.5719 -2.6234 1.3922
O -1.0416 -3.2703 -0.3211
N 0.9291 -1.8957 -1.0304
C 1.5092 -0.6134 -1.0383
C 0.7695 0.4279 -1.5855
C 1.2835 1.7117 -1.6144
C 2.5486 1.9566 -1.1104
C 3.2888 0.9173 -0.5721
C 2.7851 -0.3735 -0.5162
C 3.5620 -1.4873 0.1172
C -2.3679 -0.7333 -0.1045
H -4.4112 -0.7779 -2.0492
H -5.9811 -0.2031 -1.4324
H -5.0572 -1.4201 -0.5145
H -3.2354 2.3732 0.8491
H -0.9914 2.3103 1.8182
H 1.3715 2.1158 1.7235
H 0.6938 1.4608 3.2471
H 2.2580 0.8692 2.6350
H 1.6211 -2.6347 -1.0166
H -0.2089 0.2161 -1.9880
H 0.6976 2.5155 -2.0347
H 2.9595 2.9552 -1.1338
H 4.2731 1.1156 -0.1716
H 4.4625 -1.1040 0.5904
H 3.8588 -2.2278 -0.6276
H 2.9490 -1.9827 0.8706
H -2.6930 -1.6189 -0.6243